C21H15NO3 | ωB97M-V/def2-TZVPD

Cartesian coordinates (Å):
O -0.608 -6.151 -4.443
C -0.709 -4.997 -3.653
O -0.661 -4.925 -2.259
C -0.602 -3.534 -2.027
C -0.390 -2.875 -0.688
N -0.523 -1.549 -0.608
C -0.368 -0.724 0.504
C -0.181 0.717 0.310
C -0.088 1.663 1.378
C -0.147 1.126 2.677
O -0.528 1.998 3.725
C 0.135 3.206 3.974
C 1.478 3.357 3.607
C 2.258 4.514 3.915
C 1.577 5.630 4.512
C 0.305 5.487 4.937
C -0.494 4.329 4.624
C -0.144 -0.256 2.863
C -0.286 -1.191 1.816
C -0.572 -2.831 -3.262
C -0.400 -1.527 -3.610
C -0.375 -1.046 -4.895
C -0.476 -2.003 -5.957
C -0.591 -3.380 -5.651
C -0.680 -3.756 -4.281
H -0.060 -5.920 -5.120
H -0.206 -3.405 0.178
H -0.088 1.065 -0.648
H -0.010 2.747 1.360
H 1.941 2.559 3.183
H 3.329 4.544 3.552
H 2.216 6.381 4.897
H -0.233 6.140 5.619
H -1.517 4.137 5.120
H -0.302 -0.688 3.847
H -0.265 -2.245 2.057
H -0.194 -0.836 -2.783
H -0.463 0.034 -5.332
H -0.359 -1.761 -6.972
H -0.723 -4.031 -6.469

Forces on the atoms, in the same order (eV/Å):
-2.7639 -0.3043 5.5357
0.3668 -0.5532 -1.1499
0.1193 1.2629 -3.0308
0.7164 1.8953 0.9778
-1.5033 3.3561 -2.2757
0.2032 -2.2909 -1.6249
1.0468 1.0821 0.7221
-0.2390 -1.0006 3.0661
-0.0799 -2.4085 0.0137
-0.7474 0.4920 -0.4654
0.6047 0.1965 0.4609
-0.0017 1.4285 -0.0202
-0.1363 2.9195 1.6204
-1.6675 -0.2412 -1.0292
2.6851 -2.0922 -0.2453
-3.3630 -2.0190 0.1826
0.1969 -1.7952 0.5778
-1.0607 -0.5293 0.4444
0.5738 1.5749 0.1482
-0.1629 -2.0314 1.9710
0.8655 4.7929 0.7303
-0.9245 0.3738 -1.8444
0.0589 -3.0993 1.9985
-0.1770 3.0262 0.1221
0.0017 -2.0453 -0.2015
2.4239 0.9487 -3.0124
0.5386 -1.7128 1.6671
-0.0311 0.7227 -2.4194
-0.0790 -0.2108 -0.8776
1.3748 -2.2411 -1.3039
-1.4303 0.0973 0.7635
0.1849 1.1106 0.0176
0.5181 0.5248 -0.3124
1.6749 0.6678 -1.0708
0.3799 0.4422 0.1846
-0.2767 -0.0026 -0.0073
-0.5131 -0.1389 -0.4541
0.7214 -1.7922 1.8649
-0.1363 0.6081 -1.1063
0.0384 -1.0141 -0.6183

Its energy is -1089.54477 hartree. The value obtained for the relative energy (zero: lowest compared OMol25 entry of this formula, charge and spin) is 285.39 kJ/mol. Its charge is 0. As for the HOMO-LUMO gap: 6.4 eV.



C21H15NO6PPt | ωB97M-V/def2-TZVPD

Cartesian coordinates (Å):
Pt 0.340 -0.174 0.377
O -2.383 -2.496 2.280
C -1.558 -1.691 1.908
O -1.426 -1.322 0.636
C -0.528 -1.088 2.864
C -0.536 -1.207 4.237
C 0.515 -0.633 4.956
C 1.566 -0.011 4.285
C 1.509 0.056 2.906
N 0.459 -0.446 2.270
C 2.556 0.629 1.951
O 3.611 1.032 2.396
O 2.208 0.592 0.697
H -1.358 -1.728 4.707
H 0.522 -0.683 6.037
H 2.426 0.398 4.795
O -0.535 0.354 -3.651
C -0.516 0.628 -2.461
O 0.258 0.007 -1.627
C -1.447 1.796 -2.061
P -1.882 2.462 -0.407
C -0.247 2.899 0.323
C 0.873 3.151 -0.467
C 2.040 3.657 0.090
C 2.108 3.937 1.445
C 0.995 3.704 2.242
C -0.174 3.211 1.683
C -2.610 1.082 0.518
C -3.279 1.353 1.715
C -4.294 0.535 2.191
C -4.762 -0.461 1.337
C -4.064 -0.772 0.189
C -2.785 -0.207 -0.052
H -2.403 1.583 -2.542
H -1.049 2.657 -2.603
H 0.854 2.925 -1.525
H 2.910 3.807 -0.536
H 3.029 4.301 1.883
H 1.036 3.910 3.306
H -1.040 3.057 2.317
H -3.063 2.274 2.250
H -4.769 0.727 3.144
H -5.703 -0.955 1.556
H -4.447 -1.490 -0.526
H -2.501 -0.264 -1.094

Forces on the atoms, in the same order (eV/Å):
-0.1758 -0.6892 -0.1343
0.2009 0.2399 0.3257
-0.0312 -0.3030 -0.6839
2.0603 -0.6126 1.1245
-0.7685 -0.3562 0.0463
0.1179 0.0952 0.3290
-0.0908 -0.0660 -0.2099
-0.0522 -0.1511 -0.0124
0.2236 0.1792 0.0191
0.1562 0.0570 -0.1577
-0.1574 0.0178 -0.2190
0.0560 0.0231 0.0453
0.0495 0.2030 0.1967
0.0350 0.0010 0.0325
-0.0038 -0.0343 -0.0026
-0.0237 0.0479 -0.0114
0.0146 0.0125 -0.1075
0.2298 -0.3174 0.1868
-0.1857 0.2964 -0.2078
0.0454 -0.0840 0.2077
0.3505 0.2407 0.0709
-0.1173 0.1435 -0.0209
-0.0093 0.0151 0.0065
-0.0064 0.0474 0.0125
0.0023 -0.0702 0.0059
-0.0151 0.0011 -0.0099
0.0502 -0.1071 0.0357
0.2680 -0.3704 0.3509
0.1127 0.2326 0.2275
0.1824 -0.0667 -0.1610
-0.1439 -0.1680 0.0809
0.4474 -0.4564 0.3259
-3.4278 2.7697 -1.7784
0.0108 0.0330 -0.0706
-0.0894 0.0193 -0.0580
0.0410 -0.0399 0.0109
-0.0172 -0.0068 -0.0106
-0.0074 -0.0037 -0.0055
-0.0049 0.0122 -0.0020
0.0254 -0.0288 0.0054
-0.0686 0.0175 -0.0558
-0.0754 0.1054 -0.0591
0.0679 -0.0745 0.0015
-0.0070 -0.1258 0.1400
0.7314 -0.6786 0.1903

Its energy is -1776.21521 hartree. The value obtained for the relative energy (zero: lowest compared OMol25 entry of this formula, charge and spin) is 302.10 kJ/mol. Its charge is -1. As for the HOMO-LUMO gap: 6.9 eV.



C21H16BrN5O6Pd | ωB97M-V/def2-TZVPD

Cartesian coordinates (Å):
Pd 0.763 0.990 -0.476
Br -1.049 2.869 6.610
C -1.008 2.279 4.867
C -2.218 1.968 4.214
C -2.201 1.539 2.922
C -0.955 1.404 2.222
C 0.259 1.719 2.921
C 0.230 2.149 4.209
N -0.861 1.000 0.959
C -1.988 0.816 0.087
C -1.513 0.899 -2.362
C -2.589 0.708 -3.196
C -2.326 0.161 -4.445
C -1.021 -0.157 -4.792
C -0.014 0.077 -3.872
N -0.264 0.600 -2.665
H -3.156 2.076 4.742
H -3.140 1.302 2.435
H 1.192 1.630 2.390
H 1.144 2.399 4.731
H -2.914 1.235 0.451
H -3.584 1.003 -2.889
H -3.135 0.001 -5.145
H -0.783 -0.567 -5.765
H 1.020 -0.146 -4.099
O -3.499 -3.790 0.009
C -2.246 -4.040 0.163
O -1.796 -5.054 0.697
C -1.195 -3.087 -0.126
C 0.197 -3.498 -0.243
N 0.884 -2.405 -0.385
N 0.075 -1.295 -0.379
C -1.154 -1.667 -0.191
C -2.275 -0.676 -0.162
O -3.408 -1.065 -0.283
O -1.645 1.532 -1.120
H -3.651 -2.878 -0.330
H 0.631 -4.492 -0.236
H 2.001 -2.236 -0.471
O 3.486 -1.840 -0.504
C 3.712 -0.631 -0.334
C 5.081 0.007 -0.188
C 4.781 1.475 0.150
C 3.288 1.552 -0.028
O 2.511 2.505 0.049
N 2.749 0.333 -0.274
H 5.607 -0.106 -1.135
H 5.661 -0.520 0.565
H 5.292 2.198 -0.479
H 5.023 1.724 1.182

Forces on the atoms, in the same order (eV/Å):
0.1836 -0.2418 -0.0411
-0.0094 0.0508 0.1523
-0.0396 0.0129 0.0506
0.0056 0.0052 0.0105
0.0558 -0.0547 -0.1269
-0.1341 0.0128 0.0588
-0.2603 -0.0664 -0.1340
0.0186 0.0219 0.0714
0.2385 0.1553 -0.0768
0.2994 -0.0159 -0.2798
0.0390 0.0629 0.2813
-0.2436 0.0049 -0.0605
-0.0512 0.0045 0.0072
0.0307 -0.0033 -0.0014
-0.0512 0.0277 0.0393
0.1208 -0.0252 -0.2444
0.0573 0.0079 0.0141
0.0936 0.0188 0.0748
0.1476 -0.0109 -0.1167
-0.0650 -0.0072 -0.0110
-0.2360 0.1521 0.1058
0.0314 -0.0224 -0.0303
0.0015 0.0054 -0.0043
-0.0124 0.0122 0.0452
-0.0044 0.0190 0.0141
-0.2651 -0.1742 -0.1288
0.0250 0.1021 0.1250
-0.0979 0.0117 0.0705
0.6600 -0.6748 -0.1542
-0.8821 0.0911 -0.0486
0.8803 0.5524 -0.1151
0.6656 0.2360 -0.0287
-0.0649 -0.0565 0.1360
0.1548 -0.1585 0.0033
-0.1765 -0.0990 -0.0201
0.1151 -0.1908 0.0282
-0.0472 0.0122 0.0601
-0.0997 0.1392 0.0262
-0.3069 0.0937 0.0035
-0.4570 0.6309 0.1842
-0.1997 -0.5592 -0.1743
-0.1674 -0.0132 0.0103
-0.0802 -0.0168 -0.0701
0.2016 0.1012 0.1759
-0.1231 0.2296 0.0415
0.0238 -0.4030 0.0957
0.0302 -0.0212 -0.0517
-0.0018 -0.0315 0.0417
-0.0010 0.0406 -0.0663
-0.0015 0.0315 0.0578

Its energy is -4236.29075 hartree. Its charge is +2. As for the HOMO-LUMO gap (alpha / beta): 6.7 / 4.7 eV. As for the spin multiplicity: 5.



C21H16Cl2N3O4S6Ti | ωB97M-V/def2-TZVPD

Cartesian coordinates (Å):
Ti -0.901 -0.722 -0.557
O -0.326 0.411 0.812
C -0.649 0.634 2.075
C 0.337 0.824 3.047
C -0.024 1.094 4.352
C -1.365 1.173 4.722
C -2.343 0.970 3.768
C -2.001 0.701 2.444
C -3.011 0.516 1.412
N -2.853 -0.056 0.228
C -4.060 0.034 -0.430
C -4.954 0.671 0.364
N -4.283 0.959 1.531
H 1.372 0.729 2.751
H 0.748 1.233 5.098
H -1.640 1.377 5.748
H -3.386 0.997 4.062
H -4.178 -0.344 -1.430
H -5.979 0.953 0.206
H -4.603 1.561 2.269
Cl -2.568 -1.624 -3.092
C -2.132 -2.221 -1.426
Cl -0.840 -2.413 1.098
H -1.532 -3.111 -1.591
H -3.057 -2.464 -0.914
C 2.436 2.211 0.538
S 1.782 3.084 -0.905
C 0.093 3.251 -0.462
C -0.943 2.559 -0.978
S -0.946 1.236 -2.117
S -2.513 3.076 -0.401
C -2.008 4.221 0.778
S -3.054 4.987 1.807
S -0.308 4.463 0.742
H 3.513 2.139 0.379
H 2.015 1.214 0.613
H 2.252 2.785 1.445
O 2.227 -1.045 0.359
C 2.060 -1.457 -0.770
N 0.869 -1.457 -1.464
S 1.029 -2.090 -2.982
O 0.347 -3.351 -3.082
O 0.777 -1.102 -3.989
C 2.764 -2.391 -2.851
C 3.624 -2.921 -3.793
C 4.953 -3.066 -3.422
C 5.388 -2.691 -2.150
C 4.505 -2.160 -1.222
C 3.180 -2.016 -1.597
H 3.275 -3.208 -4.776
H 5.665 -3.476 -4.127
H 6.431 -2.819 -1.890
H 4.818 -1.861 -0.231

Forces on the atoms, in the same order (eV/Å):
0.1192 -0.0956 0.2525
-0.0004 -0.0182 0.1536
-0.1022 0.0002 -0.0793
-0.0106 -0.0313 -0.0056
-0.0078 0.0077 0.0072
0.0138 -0.0048 0.0039
0.0026 -0.0060 -0.0187
0.0493 0.0148 0.0082
-0.0537 0.0574 -0.0242
0.0203 0.0391 0.0081
0.0259 0.0071 -0.0001
-0.0147 0.0018 0.0088
0.0231 -0.0093 -0.0033
-0.0088 -0.0054 0.0060
-0.0030 -0.0014 -0.0004
0.0020 0.0010 -0.0018
0.0043 0.0046 0.0009
-0.0089 0.0071 0.0024
0.0028 -0.0058 -0.0002
-0.0100 0.0114 0.0015
-0.0651 -0.0336 0.0195
0.0111 0.1143 -0.2368
-0.0065 -0.0188 -0.0215
-0.0048 -0.0257 0.0552
0.0178 -0.0197 0.0429
0.0632 0.0732 0.0366
-0.0756 -0.0166 -0.0531
0.0279 0.0353 0.0085
-0.0615 -0.0111 -0.0319
0.0405 -0.0026 -0.0274
0.0182 -0.0064 0.0213
0.0034 -0.0027 -0.0116
-0.0063 0.0064 0.0047
0.0089 -0.0282 -0.0065
-0.0035 -0.0105 -0.0046
-0.0167 0.0117 -0.0248
-0.0090 -0.0219 0.0100
-0.0054 -0.0341 -0.0251
0.0307 0.0617 0.0472
0.0065 -0.0108 -0.0895
-0.0303 -0.0502 -0.0031
0.0306 0.0025 -0.0269
0.0032 0.0110 0.0025
-0.0158 0.0111 -0.0013
-0.0106 0.0059 0.0158
0.0196 0.0035 0.0238
0.0248 -0.0163 -0.0258
-0.0252 0.0172 0.0159
0.0020 -0.0230 -0.0382
-0.0049 0.0016 0.0048
-0.0076 0.0011 -0.0031
-0.0048 0.0049 0.0065
0.0019 -0.0033 -0.0035

Its energy is -5434.32992 hartree. The value obtained for the relative energy (zero: lowest compared OMol25 entry of this formula, charge and spin) is 0.00 kJ/mol. Its charge is -1. As for the HOMO-LUMO gap: 7.5 eV.



C21H16Cl2N6O2 | ωB97M-V/def2-TZVPD

Cartesian coordinates (Å):
C -4.555 -2.885 4.376
C -4.760 -2.974 2.989
C -3.676 -2.958 2.115
C -2.357 -2.843 2.621
C -1.198 -2.784 1.767
C -1.074 -2.818 0.380
N 0.250 -2.653 0.141
C 0.946 -2.601 -1.144
C 0.879 -1.208 -1.792
C 1.558 -1.146 -3.174
C 2.363 0.172 -3.178
C 2.503 0.565 -1.694
N 1.570 -0.251 -1.007
N 0.929 -2.553 1.326
N 0.062 -2.633 2.294
C -2.159 -2.752 4.015
C -3.249 -2.767 4.882
H -5.407 -2.910 5.056
H -5.772 -3.058 2.596
H -3.817 -3.032 1.034
H -1.826 -2.929 -0.382
H 2.000 -2.847 -0.938
H 0.490 -3.357 -1.801
H -0.194 -0.938 -1.889
H 2.247 -1.997 -3.259
H 0.823 -1.204 -3.985
H 3.340 0.050 -3.650
H 1.798 0.954 -3.696
H 3.536 0.375 -1.352
H 2.305 1.631 -1.507
H 1.333 -0.071 -0.041
H -1.135 -2.666 4.383
H -3.082 -2.688 5.955
N 3.697 3.804 1.644
C 2.922 3.975 0.783
C 1.957 4.191 -0.239
C 0.885 3.345 -0.365
C 0.692 2.288 0.563
N 0.543 1.418 1.336
C -0.187 3.594 -1.347
O -1.105 2.787 -1.486
C -0.056 4.836 -2.164
Cl -1.333 5.177 -3.231
C 1.026 5.661 -2.059
Cl 1.178 7.071 -2.994
C 2.094 5.421 -1.044
O 3.015 6.208 -0.842

Forces on the atoms, in the same order (eV/Å):
0.3957 0.0358 -0.2359
0.1963 -0.0136 0.3177
0.7665 0.0760 0.3876
-1.3448 -0.0726 0.9977
1.2676 0.0487 -1.1774
0.1768 0.2399 0.9779
-0.0171 -0.1551 0.8632
0.1211 -0.1218 -0.0355
-0.8695 -0.1423 -0.0146
0.2768 -0.2119 0.3216
-0.4505 0.2247 0.1333
0.8990 0.0567 -0.0217
-0.0445 -0.0121 0.7492
-0.8070 -0.0970 -0.4879
0.0486 0.0604 -1.1803
-0.2978 -0.0265 -0.3590
-0.3375 -0.0943 -0.3964
0.2404 0.0354 -0.2022
0.2278 0.0041 0.0889
-0.1018 0.0371 0.3339
0.1933 0.0295 -0.1208
-0.4166 0.0003 -0.1143
0.1881 0.1390 0.1825
0.1659 -0.2008 -0.0469
-0.1455 0.1031 -0.1209
0.2414 -0.0282 0.1439
-0.1928 0.1238 -0.0531
0.1715 -0.1502 -0.1042
-0.1299 0.1668 -0.0572
0.1455 -0.0329 -0.3311
0.0382 -0.2789 -0.4070
-0.3930 -0.0044 -0.0581
-0.0731 -0.0348 -0.2012
-1.7395 0.3553 -1.9778
2.0257 -0.3839 2.1011
-1.2022 -1.0507 0.2910
1.2189 1.2751 0.6016
-0.4346 -2.5569 2.0536
0.3206 2.3450 -1.8491
-1.5053 -1.2996 -0.7490
1.5660 1.5899 0.2304
0.7278 0.6826 0.0123
-0.0253 -0.1443 -0.0135
-0.8616 -0.5130 0.0437
0.0855 -0.0440 0.0415
1.2622 1.3822 -0.1394
-1.5771 -1.3419 -0.4180

Its energy is -2209.13433 hartree. Its charge is 0. As for the HOMO-LUMO gap: 4.7 eV.



C21H16F | ωB97M-V/def2-TZVPD

Cartesian coordinates (Å):
C -3.257 -0.566 2.995
C -2.730 0.465 2.589
C -2.185 1.720 2.173
C -1.018 2.231 2.773
C -0.312 3.258 2.154
C -0.835 3.852 0.992
C -2.078 3.444 0.475
C -2.775 2.420 1.107
H -3.861 -1.263 3.569
H -0.633 1.777 3.685
H 0.659 3.577 2.542
H -0.269 4.630 0.481
H -2.470 3.900 -0.438
H -3.743 2.105 0.722
F -2.352 -6.532 -0.685
C -1.816 -5.593 0.165
C -1.314 -6.016 1.396
C -0.764 -5.040 2.248
C -0.747 -3.705 1.869
C -1.286 -3.241 0.627
C -1.294 -1.836 0.369
C -1.446 -1.119 -0.859
C -0.947 0.226 -0.941
C -1.220 1.068 -2.020
C -1.882 0.557 -3.143
C -2.287 -0.784 -3.160
C -2.087 -1.598 -2.045
C -1.782 -4.266 -0.247
H -1.376 -7.060 1.680
H -0.334 -5.365 3.196
H -0.271 -2.977 2.540
H -1.048 -1.223 1.227
H -0.328 0.611 -0.136
H -0.894 2.113 -2.010
H -2.082 1.196 -4.000
H -2.746 -1.203 -4.064
H -2.416 -2.631 -2.099
H -2.127 -4.027 -1.240

Forces on the atoms, in the same order (eV/Å):
0.5011 1.7241 -0.1731
-1.4371 -1.6937 1.2840
0.2073 0.5211 -0.1876
0.2763 -0.3123 -0.3716
-0.4032 0.2561 -0.3842
-0.0697 -0.2910 -0.0230
0.4652 0.2147 0.4657
0.2901 -0.3368 -0.4029
0.5444 0.1937 -0.6202
-0.0427 -0.0651 -0.2843
-0.4462 -0.0110 -0.0219
-0.1373 -0.1703 0.1475
0.0237 -0.0156 0.4417
0.2603 -0.0938 0.0430
0.6525 1.1350 0.9498
-0.2830 -0.1806 -0.8025
-0.0676 0.9042 0.0758
-0.0278 -0.4564 -0.4819
-0.0119 0.6980 0.2459
-0.3275 -1.3255 0.2504
0.7023 -0.3702 -1.0542
-0.1922 0.6427 -0.6098
-0.5308 0.1897 0.2233
0.2610 -0.4247 -0.0493
-0.0002 -0.1530 0.5356
0.1315 -0.4820 0.2813
0.0780 0.0017 -0.3155
0.1678 -0.0046 0.3430
0.0644 0.0546 -0.0525
-0.1381 0.2601 -0.2708
-0.3905 -0.2694 -0.2463
0.2351 0.0630 0.0477
-0.2595 0.0378 0.1699
-0.0139 -0.5420 0.0768
0.0553 -0.1119 0.1447
0.1283 0.1894 0.5182
-0.1514 0.5441 -0.0958
-0.1140 -0.3197 0.2031

Its energy is -909.33596 hartree. Its charge is +1. As for the HOMO-LUMO gap: 5.5 eV.